*A*
10
Properties=species:S:1:pos:R:3 method="wB97M-V/def2-TZVPD" homo_energy_ha=-0.408 orbital_gap_ev=11.105 spin_multiplicity=1 smiles=OCc1nnon1 charge=0
O -0.91410 -0.89090 -2.26511
O 1.13673 0.69802 1.55526
N 0.24781 1.61460 1.05785
N -0.54451 1.10250 0.28133
N 0.97537 -0.49539 0.74485
C -0.61446 -1.22283 -0.84771
C -0.00273 -0.18867 -0.03922
H -1.33654 -1.86197 -2.67134
H -0.00899 -2.06932 -0.72078
H -1.48307 -1.60870 -0.19568

***

*B*
10
Properties=species:S:1:pos:R:3 method="wB97M-V/def2-TZVPD" homo_energy_ha=-0.336 orbital_gap_ev=9.690 spin_multiplicity=1 smiles="O=c1[nH]nc(O)[nH]1" charge=0
O 2.23749 -0.55559 -0.14497
O -2.38039 -0.50093 -0.03634
N 0.81622 1.09638 -0.00091
N -0.59422 1.18378 -0.04687
N -0.06950 -0.90392 0.19578
C 0.98296 -0.11450 0.17738
C -1.23592 -0.14532 -0.13101
H 2.51556 0.36011 0.04625
H -1.13570 1.99050 0.25552
H 0.21372 -1.97317 -0.16549

***

*C*
10
Properties=species:S:1:pos:R:3 method="wB97M-V/def2-TZVPD" homo_energy_ha=-0.321 orbital_gap_ev=9.216 spin_multiplicity=1 charge=0
O 0.10531 -1.05817 0.07917
O -2.41606 -0.47155 -0.18872
N 0.76189 0.95887 0.05860
N 1.98035 0.27545 -0.12338
N -1.40766 0.56871 -0.13668
C 1.58231 -0.88760 -0.12543
C -0.29111 0.20112 -0.10428
H 0.70368 2.03366 -0.11660
H -3.11410 0.13426 0.73848
H 2.09538 -1.75474 -0.08116

***

*D*
10
Properties=species:S:1:pos:R:3 method="wB97M-V/def2-TZVPD" homo_energy_ha=-0.335 orbital_gap_ev=9.740 spin_multiplicity=1 smiles=Oc1ncnn1O charge=0
O -1.43687 1.42128 0.12195
O -1.62390 -1.22535 -0.16950
N 0.78268 -1.23379 0.17453
N 1.09705 1.13866 -0.04608
N -0.27866 0.68995 -0.05127
C -0.44006 -0.71645 0.01425
C 1.64285 -0.16029 -0.10062
H -1.35229 -2.05742 0.29685
H 2.82930 -0.18788 -0.08173
H -1.22009 2.33129 -0.15839

***

Which structure is the most stable? The one labeled *B*.

***

*A*
10
Properties=species:S:1:pos:R:3 method="wB97M-V/def2-TZVPD" homo_energy_ha=-0.337 orbital_gap_ev=9.472 spin_multiplicity=1 smiles="[H]/N=c1/oncn1O" charge=0
O -0.70185 0.74053 -1.44150
O 0.81098 -0.69300 1.31558
N 0.53363 0.56741 1.70424
N 0.02734 0.48164 -0.24545
N 0.73178 -2.08409 -0.50868
C 0.56556 -0.87535 -0.01271
C -0.16854 1.28741 0.87127
H -1.52210 0.21837 -1.37571
H -0.77592 2.13064 1.16503
H 0.49912 -1.77354 -1.47207

***

*B*
10
Properties=species:S:1:pos:R:3 method="wB97M-V/def2-TZVPD" homo_energy_ha=-0.391 orbital_gap_ev=11.044 spin_multiplicity=1 charge=0
O 0.54991 -0.80210 -0.10494
O -2.65652 -0.47446 0.03808
N -2.25944 0.73737 0.02420
N -1.02331 0.85274 -0.14135
N -1.43899 -1.24406 0.02846
C 1.58983 0.19228 0.12523
C -0.53990 -0.39548 -0.03052
H 2.36171 -0.53548 -0.87802
H 1.97983 0.30352 1.36668
H 1.43687 1.36566 -0.42780

***

*C*
10
Properties=species:S:1:pos:R:3 method="wB97M-V/def2-TZVPD" homo_energy_ha=-0.351 orbital_gap_ev=10.170 spin_multiplicity=1 smiles=Oc1ncnn1O charge=0
O -1.33010 1.48053 -0.00818
O -1.36876 -1.45582 0.00425
N -0.29618 -0.58622 -0.06783
N 1.02920 1.10923 0.01025
N 0.95677 -1.11212 -0.06505
C 1.71601 -0.04329 0.05318
C -0.23398 0.73193 -0.00503
H -0.93623 2.35588 0.13260
H -0.95434 -2.37017 0.41527
H 2.76075 -0.19152 0.05307

***

*D*
10
Properties=species:S:1:pos:R:3 method="wB97M-V/def2-TZVPD" homo_energy_ha=-0.364 orbital_gap_ev=10.429 spin_multiplicity=1 smiles="Nc1noc(=O)[nH]1" charge=0
O 1.38351 -1.23023 0.27743
O 2.84645 0.44544 -0.24242
N -1.82224 0.17912 -0.03903
N 0.52928 0.73580 -0.03536
N -0.01415 -1.37387 0.26340
C 1.73388 0.05817 -0.01625
C -0.47616 -0.18872 0.06088
H 0.42069 1.72479 -0.18533
H -2.25248 -0.24021 -0.86001
H -2.34880 -0.11031 0.77669

***

Which structure is the most stable? The one labeled *D*.